The following is a DFT calculation (ωB97M-V with the def2-TZVPD basis set) of 2 unconnected molecules or ions with the total composition C2H2N2O3 at a distorted geometry.

Values from the calculation:
SMILES: O=C=NO.N=C=O
Relative energy (zero: lowest compared OMol25 entry of this formula, charge and spin), eV: 3.112

Structure (ORCA input):
```
! RIJCOSX wB97M-V def2-TZVPD def2/J DEFGRID3
* xyz 0 1
O 0.908 2.022 0.224
C 0.991 0.843 0.183
N 1.552 -0.171 0.503
O 1.139 -1.497 0.624
H 0.262 -1.396 1.098
N -0.743 0.046 -1.106
C -1.584 0.064 -0.241
O -2.115 0.317 0.759
H -0.411 -0.227 -2.043
*
```